[1]
The following is a DFT calculation (ωB97M-V/def2-TZVPD) of a gas-phase ion, C17H23N2O (charge +1) in a non-equilibrium geometry.

Output
frontier orbital gap = 9.05 eV
DFT total energy = -846.034976 Eh
total charge = +1
HOMO = -11.56 eV
spin multiplicity = 1

XYZ file:
```
43
Properties=species:S:1:pos:R:3:mulliken_charge:R:1
H 1.672 2.420 0.868 0.4658
H 2.373 -1.960 3.119 0.3162
H -5.153 0.281 2.566 0.3971
H 3.901 -2.966 1.301 0.3520
C 4.616 -2.392 1.909 -0.8037
H -1.556 4.084 5.092 0.3760
O 4.479 -0.972 1.679 -0.4409
C -1.794 0.630 1.995 0.6254
C 1.822 1.464 1.378 -0.0555
C 1.001 -0.322 2.779 -0.1819
C -1.588 -0.621 1.385 -0.5187
H 3.917 1.363 0.861 0.4394
C 2.229 -0.977 2.661 -0.7481
N -1.624 3.472 3.028 -0.5889
N -0.641 2.431 3.251 0.3650
H -2.404 -2.567 0.901 0.3742
H -2.534 3.029 3.033 0.0986
H 0.791 3.834 2.745 0.4942
H -5.705 -2.180 2.478 0.3903
C -4.996 -2.272 1.648 -1.4286
H -4.583 -3.286 1.646 0.3815
H 5.638 -2.607 1.596 0.2567
H -0.973 1.884 4.062 0.6390
H -0.832 5.197 3.875 0.3727
H -3.436 1.951 2.636 0.4298
C 3.276 -0.382 1.927 0.7551
H -2.590 5.029 3.976 0.3611
C -3.893 -1.269 1.761 0.9329
H -5.560 -2.138 0.716 0.2788
C -3.118 0.956 2.330 -0.5498
H 4.481 -2.631 2.973 0.3154
C 3.074 0.890 1.355 -0.9114
C -4.141 0.012 2.256 -1.2353
C -0.592 1.589 2.123 0.8460
C 0.602 3.165 3.588 -0.9740
C -1.642 4.492 4.074 -1.0997
C 0.763 0.871 2.085 -0.8164
H -0.632 2.272 1.250 0.3918
H 0.437 3.735 4.508 0.4468
H 0.220 -0.800 3.379 0.4697
C -2.603 -1.574 1.317 -1.0173
H -0.612 -0.887 0.967 0.5093
H 1.414 2.459 3.758 0.2898
```



[2]
The following is a DFT calculation (ωB97M-V/def2-TZVPD) of a molecular structure, C27H27As3CrF6N2O2.

Output
frontier orbital gap (alpha / beta) = 5.94 / 7.95 eV
DFT total energy = -9655.597771 Eh
total charge = +2
expectation value of S² = 2.49
HOMO (alpha / beta) = -14.96 / -14.91 eV
spin multiplicity = 3

XYZ file:
```
68
Properties=species:S:1:pos:R:3:mulliken_charge:R:1
H -5.972 1.613 2.767 0.4324
C 3.553 -1.542 0.568 -0.5064
H -4.220 -1.119 -0.021 0.5821
F 1.583 4.070 -3.358 -0.3723
Cr -0.346 1.053 -1.131 0.1162
H -3.776 0.537 -2.588 0.2933
C -1.380 -4.241 -1.928 -1.0048
O -0.658 0.009 -2.548 -0.2088
H -3.091 -2.931 1.285 0.4980
C -4.108 -0.387 0.767 -0.0100
H 0.435 0.652 2.813 0.5580
As 1.615 0.531 0.587 1.3141
H 5.028 -3.089 0.626 0.4598
H -6.214 -0.061 0.966 0.4600
C -2.704 0.906 2.257 -0.2599
H -2.503 -6.034 -1.592 0.4260
N -2.367 1.439 -1.357 -0.3593
C -2.279 -5.038 -1.235 -0.6290
C 2.576 -0.919 -0.210 0.6188
H 5.215 4.803 1.825 0.4300
C -2.843 -0.049 1.248 -0.4047
H -0.676 -1.590 2.758 0.5915
C 3.045 -2.398 -2.037 -0.8510
H 3.773 -1.197 1.571 0.4059
H 2.861 -2.722 -3.052 0.5008
H -3.582 -5.194 0.468 0.4496
C 4.266 -2.602 0.033 -0.8162
C 4.008 -3.030 -1.265 -0.5381
C -5.230 0.213 1.322 -0.8968
H 1.590 -0.838 -2.136 0.4853
C -1.723 -2.488 -0.334 0.6876
F -0.133 2.900 -0.413 -0.4595
C 2.322 -1.336 -1.512 -0.4495
C -0.058 -1.284 1.914 -1.2773
As -1.265 -0.802 0.449 2.4623
F -0.555 2.911 -2.767 -0.4263
C 2.430 2.898 1.944 -0.3941
C 0.900 -0.161 2.259 -0.7670
H 4.571 -3.857 -1.678 0.4472
N -2.865 0.390 -2.171 -0.1779
C -2.615 -3.289 0.380 -0.6535
H 0.480 -2.159 1.547 0.5958
C 3.311 3.917 2.250 -0.7808
H -2.908 1.474 -0.491 0.2068
H 5.830 3.138 0.109 0.4407
H 1.474 2.843 2.451 0.3205
C -5.093 1.151 2.337 -0.5713
H -0.904 -4.610 -2.826 0.4720
C 4.879 3.065 0.618 -0.7832
C -3.831 1.499 2.804 -0.9253
H 4.270 1.312 -0.458 0.4670
C -1.088 -2.963 -1.476 -0.2282
H -2.416 2.348 -1.824 0.5010
As 0.779 3.683 -1.947 2.1148
O -2.193 -0.944 -3.896 -0.5226
F 1.417 1.955 -1.941 -0.4668
C 4.006 2.040 0.300 -0.4813
H -1.727 1.185 2.631 0.2682
H 1.753 -0.514 2.841 0.6389
F 2.014 4.104 -0.889 -0.3714
C -2.890 -4.567 -0.079 -0.8074
H -0.380 -2.353 -2.019 0.3166
C 4.531 4.000 1.587 -0.5389
H -3.726 2.228 3.596 0.4642
C -1.913 -0.237 -2.988 0.3413
H 3.049 4.650 3.001 0.4459
C 2.792 1.955 0.981 0.5332
F -0.124 5.073 -1.697 -0.4058
```



[3]
The following is a DFT calculation (ωB97M-V/def2-TZVPD) of a gas-phase ion, C9H15FNO (charge -1) in a non-equilibrium geometry.

Output
frontier orbital gap (alpha / beta) = 5.86 / 6.55 eV
DFT total energy = -581.622885 Eh
total charge = -1
HOMO (alpha / beta) = -2.09 / -2.74 eV
spin multiplicity = 1

XYZ file:
```
27
Properties=species:S:1:pos:R:3:mulliken_charge:R:1
C -1.202 -1.063 0.227 0.6221
C 0.883 1.073 0.038 -1.5196
H 1.645 -1.055 0.298 0.4118
H -1.837 -1.836 -1.641 0.3913
C 2.009 -0.017 1.987 -1.9965
H -0.652 -0.265 1.941 0.2387
H -0.639 -0.708 -3.149 0.3672
H 1.228 1.753 0.884 0.6358
H -0.172 -2.381 -1.110 0.2630
C 1.065 -0.335 0.804 0.9957
H -1.927 0.720 -1.711 0.5627
H 1.531 1.043 -0.797 0.3145
H 2.700 0.771 1.833 0.4638
N -1.613 1.412 0.516 -0.4000
C -0.595 1.589 -0.388 0.1423
C -0.314 -0.374 -2.108 -0.4941
O -1.326 1.663 1.780 -0.6005
H 2.285 -0.952 2.435 0.4270
H 0.844 -0.479 -2.045 0.2222
C -0.880 -1.493 -1.191 -0.9154
F -2.325 -1.868 0.671 -0.4321
H -0.364 2.594 -0.722 0.6282
C -0.913 0.967 -1.757 -1.4532
H 1.306 0.512 2.662 0.4630
H 0.065 -2.013 1.758 0.4393
H -0.644 1.740 -2.524 0.3569
C -0.158 -0.998 1.311 -1.1340
```